Formula: C13H42N12O12VZn
Source: OMol25
Level of theory: ωB97M-V/def2-TZVPD

Properties
Largest force on an atom: 2.92 eV/A
Frontier orbital gap: 4.94 eV
Total charge: +1
E_HOMO: -0.42230 Eh

Geometry as XYZ:
```
81
Properties=species:S:1:pos:R:3:lowdin_charge:R:1
Zn 5.735 23.714 2.564 1.219
O 3.355 25.758 0.573 -0.334
V 4.693 25.623 -0.292 0.943
O 4.708 24.279 -1.141 -0.315
O 6.203 27.040 -0.956 -0.378
C 7.328 26.594 -0.199 -0.288
C 7.089 26.012 1.184 -0.260
O 6.033 25.078 1.345 -0.397
H 8.000 27.455 -0.097 0.115
H 7.854 25.855 -0.812 0.087
H 7.088 26.826 1.923 0.117
H 8.035 25.548 1.506 0.098
C 9.425 23.602 -3.374 -0.676
O 10.049 22.580 -3.647 0.007
N 9.499 24.762 -4.073 0.169
N 8.615 23.659 -2.266 0.166
H 8.966 25.548 -3.716 0.055
H 10.089 24.820 -4.879 0.106
H 8.659 22.890 -1.632 0.059
H 8.254 24.555 -2.003 0.054
C 5.540 30.707 -1.211 -0.670
O 5.634 31.907 -1.075 0.036
N 6.589 29.837 -0.974 0.152
N 4.407 30.062 -1.627 0.165
H 6.379 28.849 -0.895 0.030
H 7.524 30.182 -0.911 0.073
H 4.346 29.069 -1.783 0.070
H 3.561 30.522 -1.906 0.106
C 7.040 21.533 0.727 -0.568
O 6.384 22.268 1.514 -0.081
N 8.349 21.761 0.534 0.209
N 6.468 20.520 0.062 0.220
H 8.770 22.544 1.052 0.072
H 8.879 21.110 -0.020 0.130
H 6.892 19.987 -0.676 0.132
H 5.477 20.421 0.207 0.130
C 10.808 24.372 0.904 -0.630
O 10.122 23.593 1.583 -0.031
N 11.675 23.913 -0.046 0.179
N 10.840 25.722 1.087 0.182
H 11.772 22.964 -0.351 0.113
H 12.270 24.591 -0.489 0.104
H 10.407 26.146 1.885 0.110
H 11.346 26.298 0.438 0.101
C 11.369 30.241 0.557 -0.678
O 11.609 29.396 1.406 0.008
N 10.401 30.124 -0.407 0.154
N 12.068 31.417 0.485 0.156
H 10.252 30.915 -1.010 0.095
H 9.806 29.350 -0.625 0.063
H 12.860 31.446 1.101 0.109
H 11.912 32.125 -0.205 0.097
C 3.690 26.643 -3.419 -0.628
O 3.259 26.448 -2.271 -0.013
N 2.860 26.764 -4.487 0.184
N 5.016 26.755 -3.654 0.185
H 1.868 26.839 -4.362 0.117
H 3.272 26.979 -5.375 0.105
H 5.629 26.957 -2.883 0.042
H 5.372 26.883 -4.584 0.109
C 9.750 28.108 -4.917 -0.078
C 8.803 28.391 -3.788 -0.288
O 7.968 27.244 -3.563 -0.117
H 10.313 27.190 -4.739 0.058
H 10.462 28.913 -5.082 0.085
H 9.215 27.901 -5.846 0.087
H 8.201 29.272 -4.021 0.119
H 9.348 28.567 -2.852 0.097
H 7.412 27.380 -2.779 0.040
C 7.809 32.562 3.594 -0.054
C 7.225 31.157 3.667 -0.480
C 7.545 30.297 2.457 -0.056
O 7.761 30.538 4.864 -0.075
H 7.756 33.012 4.580 0.083
H 7.323 33.165 2.826 0.084
H 8.856 32.474 3.281 0.078
H 6.156 31.214 3.877 0.138
H 6.949 30.758 1.667 0.073
H 7.281 29.243 2.561 0.060
H 8.635 30.284 2.363 0.073
H 8.719 30.638 4.816 0.079
```